#i
This record from OMol25 describes the molecule C5H14N2O. The level of theory is ωB97M-V with the def2-TZVPD basis set.

Values from the calculation:
HOMO energy (eV): -8.44
Orbital gap (eV): 9.39
SMILES: NCNCCCCO
LUMO (Eh): 0.0352

Geometry as ORCA input:
```
! RIJCOSX wB97M-V def2-TZVPD def2/J DEFGRID3
* xyz 0 1
C -0.9974 -0.5284 -0.7923
N -1.3455 0.9594 -0.8446
C -0.2776 1.7948 -1.5175
N 0.3293 0.9283 -2.4892
C 0.2566 -0.8168 -0.0298
C 0.3150 -0.0830 1.3138
C 0.2883 -1.0484 2.4841
O 1.5249 -1.5091 3.0227
H -0.9024 -0.9431 -1.8548
H -1.7897 -0.9322 -0.1514
H -2.2624 1.1572 -1.3712
H -0.6249 2.6924 -1.9439
H 0.6468 2.1261 -0.8332
H -0.0214 0.6731 -3.3631
H 1.1839 0.5702 -2.2929
H 0.3441 -1.9712 -0.0895
H 1.1117 -0.9527 -0.7956
H -0.6131 0.5267 1.4108
H 1.1338 0.5233 1.4840
H -0.3154 -0.4960 3.4196
H -0.1602 -1.9854 2.1880
H 2.1756 -0.6849 3.0459
*
```

#ii
This record from OMol25 describes a 2-piece molecular cluster, C5H14N2O overall. The level of theory is ωB97M-V with the def2-TZVPD basis set.

Values from the calculation:
HOMO energy (eV): -8.21
Orbital gap (eV): 9.06
SMILES: CN[C@@]1(C)CO1.CN
LUMO (Eh): 0.0312

Geometry as ORCA input:
```
! RIJCOSX wB97M-V def2-TZVPD def2/J DEFGRID3
* xyz 0 1
C -2.3227 -0.9907 1.5961
N -2.7146 -0.5245 0.2800
O -0.4810 0.8743 -0.4116
H -1.8896 0.0611 -0.1903
H -3.4878 0.1296 0.3706
H -1.4697 -1.6599 1.4864
H -3.1455 -1.5535 2.0441
H -2.0364 -0.1906 2.2931
C 1.2241 -0.9492 -2.0822
C 1.4121 0.6899 1.3302
N 1.4798 -0.6632 -0.6849
C 0.9933 0.5276 -0.1129
C 0.6471 1.7072 -0.8980
H 2.4127 -0.8999 -0.3753
H 1.4958 -1.9854 -2.2750
H 1.7850 -0.3001 -2.7672
H 0.1568 -0.8271 -2.2757
H 0.9805 1.5920 1.7554
H 1.0509 -0.1628 1.9031
H 2.4970 0.7430 1.4151
H 0.7425 1.7012 -1.9756
H 0.6696 2.6810 -0.4251
*
```

#iii
This record from OMol25 describes a 2-piece molecular cluster, C5H14N2O overall. The level of theory is ωB97M-V with the def2-TZVPD basis set.

Values from the calculation:
HOMO energy (eV): -9.16
Orbital gap (eV): 10.12
SMILES: C[C@@H](N)O.C/C=N/C
LUMO (Eh): 0.0352

Geometry as ORCA input:
```
! RIJCOSX wB97M-V def2-TZVPD def2/J DEFGRID3
* xyz 0 1
C -1.3625 0.0947 -0.7296
C -1.3007 -1.3078 -0.1761
N -1.3692 0.1375 -2.1475
O -2.4350 0.8683 -0.2278
H -2.4834 0.7660 0.7287
H -0.3395 0.5935 -0.3616
H -1.4852 1.0796 -2.5011
H -1.9501 -0.5752 -2.5712
H -0.2296 -1.5813 -0.0796
H -1.8743 -2.0047 -0.8006
H -1.6954 -1.3561 0.8332
C 0.8734 -0.1742 2.4307
C 2.1781 0.5096 -0.9845
C 1.4536 0.6394 0.3171
N 1.3633 -0.3706 1.0994
H 1.3853 1.6701 0.7066
H 0.0450 -0.8652 2.6190
H 1.6719 -0.3948 3.1478
H 0.4979 0.8432 2.6443
H 3.1427 1.0001 -0.9293
H 2.3217 -0.5391 -1.2302
H 1.5920 0.9668 -1.7878
*
```

#iv
This record from OMol25 describes a 2-piece molecular cluster, C5H14N2O overall. The level of theory is ωB97M-V with the def2-TZVPD basis set.

Values from the calculation:
HOMO energy (eV): -8.73
Orbital gap (eV): 9.33
SMILES: [H]/N=C(/C)O.CC(C)N
LUMO (Eh): 0.0220

Geometry as ORCA input:
```
! RIJCOSX wB97M-V def2-TZVPD def2/J DEFGRID3
* xyz 0 1
C -0.8028 -0.5430 -0.9264
C -1.6651 -1.4421 -1.8123
C -0.8995 -1.0220 0.5290
N -1.1987 0.8375 -1.1420
H 0.2376 -0.6193 -1.2647
H -0.5827 1.4714 -0.6370
H -2.1444 0.9817 -0.7987
H -1.3470 -2.4789 -1.7316
H -2.7097 -1.3740 -1.5138
H -1.5813 -1.1203 -2.8523
H -0.3970 -1.9811 0.6516
H -1.9457 -1.1495 0.8117
H -0.4587 -0.3042 1.2125
C 2.3389 0.5968 0.3110
C 1.3810 1.2477 1.2564
O 1.3732 0.7818 2.5345
N 0.6254 2.1725 0.8724
H 2.0166 0.0741 2.6621
H 0.0212 2.5531 1.5958
H 3.3633 0.8100 0.6220
H 2.1941 -0.4833 0.3067
H 2.1815 0.9912 -0.6872
*
```

Stability summary - winner: #iv; margin: 0.0462 hartree.

#i
This record from OMol25 describes a 2-piece molecular cluster, C5H14N2O overall. The level of theory is ωB97M-V with the def2-TZVPD basis set.

Values from the calculation:
HOMO energy (eV): -8.45
Orbital gap (eV): 9.34
SMILES: C=CC[C@H](N)CN.O
LUMO (Eh): 0.0326

Geometry as ORCA input:
```
! RIJCOSX wB97M-V def2-TZVPD def2/J DEFGRID3
* xyz 0 1
N 0.0467 -0.6660 2.3519
C -0.0786 -0.4245 0.9165
C 1.1564 -1.1032 0.1938
C 1.6882 -0.2076 -0.9275
C 2.3894 0.9087 -0.8454
C -1.3224 -1.0043 0.4373
N -2.4390 -0.0973 0.0422
H -0.8226 -0.9055 2.8288
H 0.4164 0.2256 2.6993
H 0.1291 0.7093 0.7916
H 0.8389 -2.0784 -0.2444
H 1.8588 -1.3728 0.9161
H 1.5981 -0.7146 -1.9236
H 2.6365 1.2520 0.1948
H 2.5872 1.5085 -1.6690
H -1.6220 -1.8525 1.1829
H -0.9711 -1.4723 -0.6115
H -3.1530 -0.3565 -0.4868
H -2.1588 0.9159 0.2998
H -0.0337 1.5050 -1.6815
H -1.1278 2.8233 -1.6421
O -0.8034 2.0178 -2.0077
*
```

#ii
This record from OMol25 describes a 2-piece molecular cluster, C5H14N2O overall. The level of theory is ωB97M-V with the def2-TZVPD basis set.

Values from the calculation:
HOMO energy (eV): -7.62
Orbital gap (eV): 8.51
LUMO (Eh): 0.0328

Geometry as ORCA input:
```
! RIJCOSX wB97M-V def2-TZVPD def2/J DEFGRID3
* xyz 0 1
C 0.8235 1.3134 1.3894
C 1.8466 -0.7252 -1.0010
N 0.8263 -0.5544 0.0147
O 0.5290 1.7860 2.6457
H -0.4002 2.0641 2.5978
H 0.8960 -1.1875 0.8041
H 0.6772 2.0202 0.5831
H 1.8627 0.9976 1.4223
H 2.8076 -0.4059 -0.5891
H 1.6463 -0.1225 -1.8861
H 1.9276 -1.7701 -1.3270
C -1.3193 -1.4910 -0.7267
C -0.5881 -0.2061 -0.2940
N -0.5886 0.7628 -1.3840
C -1.0920 0.3971 0.9924
H -0.9374 0.3657 -2.2467
H -1.1593 1.5657 -1.1518
H -1.2769 -2.2458 0.0625
H -2.3725 -1.2719 -0.9134
H -0.8813 -1.9225 -1.6351
H -1.2204 -0.3500 1.7831
H -2.0067 0.9803 0.8597
*
```

#iii
This record from OMol25 describes a 3-piece molecular cluster, C5H14N2O overall. The level of theory is ωB97M-V with the def2-TZVPD basis set.

Values from the calculation:
HOMO energy (eV): -8.08
Orbital gap (eV): 9.13
LUMO (Eh): 0.0387

Geometry as ORCA input:
```
! RIJCOSX wB97M-V def2-TZVPD def2/J DEFGRID3
* xyz 0 1
C -0.8516 0.5560 -1.9692
C 1.5786 -1.0948 -1.6514
N -0.5861 1.5156 -1.1074
O -0.8678 1.0628 -3.2420
H -1.1281 0.3603 -3.8479
H 0.4727 -0.6741 -1.8080
H -0.1924 2.4006 -1.4106
H -0.4860 1.2733 -0.1215
H 2.2390 -0.4773 -2.2515
H 1.7104 -2.1356 -1.9257
H 1.8288 -0.9613 -0.6049
C 0.8941 1.1356 2.4063
C -1.5808 -1.2911 1.0161
C -0.5895 -0.5999 1.8798
N -0.0921 0.5132 1.5701
H -0.3202 -1.1113 2.8171
H 1.1251 0.5602 3.3125
H 0.5334 2.1255 2.6911
H 1.8064 1.2700 1.8225
H -2.5220 -1.4048 1.5552
H -1.7551 -0.7337 0.0975
H -1.2168 -2.2892 0.7718
*
```

#iv
This record from OMol25 describes the molecule C5H14N2O. The level of theory is ωB97M-V with the def2-TZVPD basis set.

Values from the calculation:
HOMO energy (eV): -8.74
Orbital gap (eV): 9.66
SMILES: CN(C)C[C@H](N)CO
LUMO (Eh): 0.0339

Geometry as ORCA input:
```
! RIJCOSX wB97M-V def2-TZVPD def2/J DEFGRID3
* xyz 0 1
N 1.1316 -1.2412 1.6875
C 0.9450 -0.3863 0.4934
C 0.8368 1.0770 0.8496
O 2.1438 1.5464 1.2083
C -0.3059 -0.9417 -0.2237
N -1.0538 0.0298 -1.0437
C -1.0360 -0.3682 -2.4627
C -2.4308 0.1387 -0.5660
H 1.9622 -0.9363 2.1886
H 0.3465 -1.1873 2.3178
H 1.8542 -0.6086 -0.0628
H 0.4452 1.6167 -0.0111
H 0.1877 1.1876 1.7243
H 2.1880 2.4999 1.0929
H 0.0052 -1.8061 -0.8166
H -0.9538 -1.3779 0.5393
H -0.0157 -0.7131 -2.6283
H -1.7567 -1.1471 -2.7325
H -1.2333 0.4530 -3.1541
H -2.9976 0.7018 -1.3082
H -2.9477 -0.7884 -0.2826
H -2.4536 0.7191 0.3669
*
```

Stability summary - winner: #iv; margin: 0.0413 hartree.

#i
This record from OMol25 describes the molecule C4H5ClN2O. The level of theory is ωB97M-V with the def2-TZVPD basis set.

Values from the calculation:
HOMO energy (eV): -8.30
Orbital gap (eV): 8.98
SMILES: Cl/C=C1\CON=CN1
LUMO (Eh): 0.0250

Geometry as ORCA input:
```
! RIJCOSX wB97M-V def2-TZVPD def2/J DEFGRID3
* xyz 0 1
C -1.4277 0.7099 -0.0547
C -0.1652 0.2684 -0.0551
C 0.4768 -1.0717 0.2446
C 2.1979 0.8552 0.2968
H -1.5085 1.7541 -0.2241
H 0.8178 -0.9231 1.3060
H 0.0035 -2.0185 0.0436
H 2.9796 1.6268 0.6600
H 0.7024 2.1927 -0.3941
N 2.6583 -0.3267 0.1511
N 0.8354 1.1749 -0.2842
O 1.6771 -1.1832 -0.5007
Cl -2.7858 -0.2162 0.0563
*
```

#ii
This record from OMol25 describes the molecule C4H5ClN2O. The level of theory is ωB97M-V with the def2-TZVPD basis set.

Values from the calculation:
HOMO energy (spin up / spin down) (eV): -8.08 / -8.08
Orbital gap (spin up / spin down) (eV): 7.86 / 7.86
SMILES: [H]/N=C/C=N\C=C(\O)Cl
LUMO (spin up / spin down) (Eh): -0.0080 / -0.0080

Geometry as ORCA input:
```
! RIJCOSX wB97M-V def2-TZVPD def2/J DEFGRID3
* xyz 0 1
C -1.4699 -0.3434 0.5437
C -0.8071 -1.3057 -0.2816
C 0.0093 1.5223 0.7100
C 1.3059 1.0370 0.7915
N -1.1551 0.8532 0.8407
N 0.2088 -0.9494 -0.9464
O 2.2897 2.0578 0.8415
Cl 1.9511 -0.4720 1.0848
H -2.4145 -0.6711 0.9590
H -1.3286 -2.3568 -0.3564
H 0.1069 2.6025 0.5619
H 0.4480 -1.6273 -1.6579
H 3.1844 1.8540 1.3548
*
```

#iii
This record from OMol25 describes a 2-piece molecular cluster, C4H5ClN2O overall. The level of theory is ωB97M-V with the def2-TZVPD basis set.

Values from the calculation:
HOMO energy (eV): -9.00
Orbital gap (eV): 9.18
SMILES: O=c1cncc[nH]1.Cl
LUMO (Eh): 0.0066

Geometry as ORCA input:
```
! RIJCOSX wB97M-V def2-TZVPD def2/J DEFGRID3
* xyz 0 1
C -0.8185 -1.5899 0.9528
C -1.1790 -0.7964 -0.1413
C 1.1375 -0.3946 1.1719
C 0.7625 0.5069 0.0974
N 0.4118 -1.4533 1.4107
N -0.4286 0.1770 -0.4933
O 1.5221 1.3833 -0.2957
Cl -0.3180 2.4965 -2.1009
H -1.2479 -2.5090 1.1964
H -2.1328 -0.8585 -0.8253
H 2.0973 -0.2861 1.5880
H -0.6328 0.9084 -1.1947
H 0.8264 2.4158 -1.3660
*
```

Stability summary - winner: #iii; margin: 0.0795 hartree.